Entry 1:
Entry from the Open Molecules 2025 dataset: a gas-phase ion, C4H11N2 (charge +1) in a non-equilibrium geometry (wB97M-V/def2-TZVPD).

As for the total charge: +1. For the strongest force on any atom, the calculation gives 0.076 hartree/bohr. The value obtained for the energy above the lowest of the compared OMol25 structures with the same formula, charge and spin is 223.4 kJ/mol. As for the HOMO-LUMO gap: 0.3756 hartree. The HOMO energy comes out at -13.603 eV. For the LUMO energy, the calculation gives -3.4 eV. Its SMILES is C=C(N)CC[NH3+].

The geometry in XYZ format:
```
17
Properties=species:S:1:pos:R:3:forces:R:3
C -1.28737 -0.34038 0.58830 0.0 -1.3 0.4
C -0.61438 0.86864 -0.00183 2.2 1.6 1.7
C 0.93312 0.76262 -0.05007 -0.8 -2.1 0.3
C 1.82030 1.73282 0.01297 -3.2 1.8 -1.4
N 1.30664 -0.67909 -0.02071 -0.8 1.6 -2.8
N -1.26305 -1.57737 -0.40047 -0.2 1.5 0.8
H -0.85537 -0.73339 1.54635 -0.4 0.7 -0.9
H -2.37819 -0.21670 0.67996 0.5 0.4 0.3
H -0.99620 1.16673 -0.93542 -0.7 0.0 -1.5
H -0.75165 1.78525 0.62718 -0.6 -1.0 -0.2
H 2.82315 1.64247 0.00521 3.2 -1.1 0.2
H 1.56533 2.77749 -0.23645 -0.5 -0.5 0.8
H 1.64071 -0.83739 0.87899 1.5 -1.0 1.3
H 1.92112 -0.87386 -0.83934 -0.1 0.0 1.6
H -0.64656 -2.35362 -0.24198 0.8 -0.1 0.8
H -2.20984 -1.89081 -0.29611 -0.6 -0.6 -0.9
H -1.00777 -1.23342 -1.31660 -0.4 0.0 -0.5
```
Positions in Å, forces in eV/Å.

Entry 2:
Entry from the Open Molecules 2025 dataset: a single C5H5N3 molecule in a non-equilibrium geometry (wB97M-V/def2-TZVPD).

For the strongest force on any atom, the calculation gives 0.096 hartree/bohr. The value obtained for the energy above the lowest of the compared OMol25 structures with the same formula, charge and spin is 249.7 kJ/mol. As for the HOMO-LUMO gap: 0.3473 hartree. The HOMO energy comes out at -8.761 eV. For the LUMO energy, the calculation gives 0.7 eV. Its SMILES is C#Cc1nccn1N.

The geometry in XYZ format:
```
13
Properties=species:S:1:pos:R:3:forces:R:3
C -0.94518 -0.55079 -1.45486 1.1 0.0 1.1
C -1.53720 0.67122 -1.42308 0.2 1.0 1.2
C -0.09972 0.62864 0.20787 -0.3 0.6 0.4
C 0.72693 0.95867 1.33621 2.8 1.9 2.8
C 1.50137 1.39765 2.21479 -3.0 -2.1 -3.3
H 0.11513 -2.15548 0.71946 2.4 1.1 -1.8
H 1.71140 -1.38541 0.26115 -2.3 -0.7 -0.4
H -1.09775 -1.48772 -1.92011 -0.2 -0.4 -0.9
H -2.27714 1.11980 -2.10022 0.4 -0.4 0.6
H 2.17710 1.64225 2.99734 0.0 0.1 0.1
N 0.73289 -1.69234 -0.07883 0.0 -0.8 2.6
N 0.01174 -0.56353 -0.43661 -1.2 0.8 -0.9
N -1.01959 1.41704 -0.32309 0.1 -1.1 -1.4
```
Positions in Å, forces in eV/Å.

Entry 3:
Entry from the Open Molecules 2025 dataset: a single C5H8N2O molecule in a non-equilibrium geometry (wB97M-V/def2-TZVPD).

For the strongest force on any atom, the calculation gives 0.093 hartree/bohr. The value obtained for the energy above the lowest of the compared OMol25 structures with the same formula, charge and spin is 487.5 kJ/mol. As for the HOMO-LUMO gap (alpha / beta): 0.3002 / 0.3003 hartree. The HOMO energy (alpha / beta) comes out at -8.425 / -8.425 eV. For the LUMO energy (alpha / beta), the calculation gives -0.3 / -0.3 eV.

The geometry in XYZ format:
```
16
Properties=species:S:1:pos:R:3:forces:R:3
C 0.73048 0.17867 1.65827 0.8 -1.5 -1.4
C -1.22617 -0.88134 -2.21992 -1.8 0.1 1.0
C -0.88482 0.40191 -1.52690 0.6 -0.6 2.2
C -0.22138 -1.53751 -1.40721 1.7 0.8 4.4
C 1.37880 1.22217 2.47974 -0.9 -0.2 1.6
N 0.50275 0.50474 0.38893 -0.8 0.7 -3.7
N -0.00642 -0.34490 -0.58945 -0.5 -2.1 -1.1
O 0.57418 -0.95021 2.03545 -0.6 -2.3 1.8
H -2.24164 -1.20513 -1.80972 0.9 0.3 -1.2
H -1.13144 -0.88666 -3.25514 -0.1 -0.4 -1.9
H -0.25843 1.19099 -1.83344 0.1 1.0 -1.4
H -1.67184 0.72609 -0.89083 -0.8 0.9 0.2
H -0.08074 -2.67671 -1.24889 0.3 2.3 0.2
H 1.40375 0.77658 3.47795 0.4 0.1 -0.1
H 0.75321 2.09989 2.60881 0.3 0.4 -0.5
H 2.37971 1.38142 2.13236 0.4 0.5 -0.2
```
Positions in Å, forces in eV/Å.

Entry 4:
Entry from the Open Molecules 2025 dataset: a molecular structure, C41H44BrCdIN2OS2Se in a non-equilibrium geometry (wB97M-V/def2-TZVPD).

For the strongest force on any atom, the calculation gives 0.027 hartree/bohr. The value obtained for the energy above the lowest of the compared OMol25 structures with the same formula, charge and spin is 171.1 kJ/mol. As for the HOMO-LUMO gap: 0.2518 hartree. The HOMO energy comes out at -6.975 eV. For the LUMO energy, the calculation gives -0.1 eV.

The geometry in XYZ format:
```
94
Properties=species:S:1:pos:R:3:forces:R:3
Cd -0.35446 0.12930 0.75184 -1.0 -0.7 0.7
C -5.11427 -5.67321 3.73952 0.1 0.1 -0.1
C -4.50487 -4.58384 2.89829 0.0 0.0 0.0
C -4.75018 -4.48233 1.53769 -0.1 -0.1 0.0
C -4.21633 -3.46008 0.76168 0.1 0.1 -0.1
C -4.57245 -3.38964 -0.69752 0.0 0.0 0.1
C -3.39924 -2.49068 1.36448 0.3 0.0 0.1
Se -2.77864 -1.05406 0.21844 0.3 0.6 -0.1
C -3.15971 -2.56256 2.74425 -0.1 -0.1 0.0
C -2.38178 -1.52845 3.49319 -0.1 0.0 0.0
C -3.70537 -3.61162 3.47830 0.0 0.0 -0.1
H -5.58528 -6.43529 3.12018 0.0 0.0 0.0
H -5.87079 -5.25259 4.40481 0.0 -0.1 0.0
H -4.35730 -6.15118 4.36247 0.0 0.0 0.0
H -5.39418 -5.21110 1.05665 0.0 0.0 0.0
H -5.17553 -4.24937 -0.98683 0.0 0.0 0.0
H -3.67769 -3.35009 -1.32022 0.0 0.0 0.0
H -5.13633 -2.47556 -0.89204 0.0 0.0 -0.1
H -1.76939 -0.95247 2.82058 0.2 0.1 0.0
H -1.74576 -1.98743 4.25131 0.0 0.0 0.0
H -3.06470 -0.83703 3.99338 0.0 0.0 0.0
H -3.50637 -3.64736 4.54502 0.0 0.0 0.0
C 3.30827 3.41304 -3.57099 -0.1 -0.1 0.0
C 3.69929 3.30671 -2.09045 0.5 0.2 -0.2
C 5.02361 2.53765 -1.94906 -0.1 0.0 0.0
C 3.82574 4.69958 -1.46219 -0.1 -0.1 0.1
C 2.67634 2.52866 -1.39125 -0.3 -0.1 0.2
N 1.90201 1.87740 -0.84744 -0.2 0.0 0.0
H 4.11921 3.88116 -4.12838 0.0 0.0 0.0
H 2.40674 4.01159 -3.69727 0.0 0.0 0.0
H 3.12588 2.42364 -3.99052 0.0 0.0 0.0
H 5.81498 3.08497 -2.46152 0.0 0.0 0.0
H 4.93529 1.54409 -2.38852 0.0 0.1 0.0
H 5.29046 2.42187 -0.89897 0.0 0.0 0.0
H 4.58102 5.26573 -2.00714 0.0 0.0 0.0
H 4.13063 4.63259 -0.41797 0.0 0.0 0.0
H 2.88064 5.24056 -1.51400 0.0 0.0 0.0
Br 6.35986 -0.77063 -2.61362 0.1 -0.2 0.0
C 5.47831 -2.44489 -2.52823 -0.1 0.1 0.0
C 6.24740 -3.59247 -2.65245 0.0 0.0 0.0
C 5.64190 -4.83689 -2.60415 0.0 0.0 0.0
C 4.27167 -4.93148 -2.42020 0.0 -0.1 0.0
C 3.50565 -3.78625 -2.28201 0.0 0.0 0.0
C 4.10182 -2.53444 -2.34326 -0.1 0.3 -0.1
I 2.89439 -0.82001 -2.17231 0.2 -0.4 0.0
H 7.31717 -3.50932 -2.78265 0.0 0.0 0.0
H 6.24443 -5.72859 -2.71066 0.0 0.0 0.0
H 3.79155 -5.89994 -2.37692 0.0 0.0 0.0
H 2.44292 -3.85505 -2.10575 0.0 0.0 0.0
N 1.97714 -0.23528 7.90890 0.0 0.0 0.0
C 1.64184 -0.18346 6.80985 0.1 0.0 0.4
C 1.25343 -0.09687 5.43865 -0.1 0.1 -0.4
C 0.31131 0.85053 5.03599 0.1 0.0 0.1
C -0.01691 0.96489 3.69662 0.0 0.1 -0.1
C 0.55667 0.13523 2.72879 0.0 0.1 -0.3
C 1.47120 -0.82535 3.15843 0.1 0.1 -0.1
C 1.83489 -0.93708 4.49079 0.0 0.0 0.1
H -0.15629 1.48703 5.77612 0.0 0.0 0.0
H -0.75008 1.70813 3.40080 0.0 0.0 0.0
H 1.91822 -1.50097 2.43789 0.0 0.0 0.0
H 2.56716 -1.67013 4.80413 0.0 0.0 0.0
O -1.63225 2.37095 0.64033 0.1 -0.7 0.3
S -0.83497 3.20555 -0.30548 -0.4 1.1 -0.7
C -1.53232 4.87225 -0.28887 0.4 -0.2 0.1
C -0.64395 5.89188 0.01971 0.0 -0.1 0.1
C -1.09379 7.20283 0.07713 -0.1 0.0 0.0
C -2.43094 7.47782 -0.16815 0.1 0.0 0.0
C -3.31450 6.45006 -0.47481 0.0 -0.1 0.0
C -2.86847 5.14017 -0.53723 -0.2 -0.1 0.0
C -1.42643 2.76327 -1.94944 0.1 0.0 0.0
C -2.28380 1.68875 -2.09478 0.0 0.0 0.3
C -2.70495 1.32184 -3.36663 0.1 0.1 -0.1
C -2.26463 2.03234 -4.47245 -0.1 -0.1 0.0
C -1.39994 3.10985 -4.31434 0.0 0.0 0.0
C -0.97736 3.47988 -3.04965 0.1 0.0 0.0
H 0.39006 5.65131 0.23558 0.0 0.0 0.0
H -0.40429 7.99992 0.32135 0.0 0.0 0.0
H -2.78531 8.49857 -0.11668 0.0 0.0 0.0
H -4.35611 6.67041 -0.66568 0.0 0.0 0.0
H -3.55556 4.33333 -0.75970 0.0 0.0 0.0
H -2.64212 1.15825 -1.21932 0.0 0.0 0.0
H -3.37549 0.48044 -3.47757 0.0 0.0 0.0
H -2.59945 1.75609 -5.46349 0.0 0.0 0.0
H -1.05734 3.65888 -5.18151 0.0 0.0 0.0
H -0.31948 4.32883 -2.90775 0.0 0.0 -0.1
C -0.54213 -3.56586 -1.01223 0.3 0.0 0.1
S 0.85420 -3.02736 0.00638 -0.1 -0.1 0.1
C 0.94462 -4.44123 1.13595 -0.1 0.3 -0.2
H -1.28542 -4.02942 -0.36621 -0.1 0.1 -0.1
H -0.20566 -4.26430 -1.77853 0.0 -0.1 0.0
H -0.96990 -2.67784 -1.46803 -0.1 0.0 0.0
H 1.08931 -5.35823 0.56718 0.0 0.0 0.0
H 0.02628 -4.49719 1.71811 0.0 -0.1 0.1
H 1.79695 -4.28137 1.79224 0.0 0.0 0.0
```
Positions in Å, forces in eV/Å.

Question: Which of these has the highest energy above the lowest of the compared OMol25 structures with the same formula, charge and spin?
Answer: C5H8N2O

Question: Among the records above, which one has the lowest strongest force on any atom?
Answer: C41H44BrCdIN2OS2Se

Question: What is the strongest force on any atom in the third record?
Answer: 0.093 hartree/bohr

Question: Among the records above, which one has the lowest energy above the lowest of the compared OMol25 structures with the same formula, charge and spin?
Answer: C41H44BrCdIN2OS2Se